20
Properties=species:S:1:pos:R:3:forces:R:3 method="wB97M-V/def2-TZVPD" total_energy_ev=-23250.2348 multiplicity=1 gap_ha="0.2637 / 0.2638" de_lowest_ev=6.436 e_lumo_ev="-1.22 / -1.22" total_charge=0 homo_energy_ev="-8.40 / -8.40"
C -1.718201 -1.487140 -0.485908 0.399 0.900 1.233
C -0.656672 1.810894 -0.281669 -1.254 1.711 0.441
C 1.068297 -0.267692 -1.178441 -0.958 2.789 -0.779
C 1.683155 -0.849997 1.060025 1.438 -1.193 1.740
C -0.178685 0.742575 0.633070 1.316 3.168 2.463
N -2.202981 -0.541910 0.198888 0.309 0.129 0.638
N 0.905356 -0.020297 0.238392 -0.014 -0.887 -2.508
O -1.262252 0.219018 1.211930 -3.972 -4.398 0.275
O -3.400486 -0.212829 0.195495 -0.091 0.510 0.083
S -1.190055 -2.855799 -0.940866 0.152 -0.632 -0.456
H 0.174163 2.472057 -0.339672 0.391 1.327 -0.076
H -1.690345 2.360117 0.077899 2.900 -1.646 -0.990
H -0.674273 1.403911 -1.250121 -1.051 -0.154 -1.452
H 1.641104 0.596122 -1.592719 0.298 -0.924 -0.113
H 1.516771 -1.206321 -1.345712 0.535 -1.003 -0.409
H 0.105860 -0.162434 -1.735027 0.715 -0.773 0.405
H 1.539211 -0.443165 2.086245 0.574 -0.539 -0.381
H 1.405859 -1.961606 1.098205 -0.083 1.248 -0.182
H 2.818031 -0.880023 0.770827 -1.960 0.501 0.493
H 0.116143 1.284519 1.579159 0.357 -0.134 -0.427